1.
A molecular structure, C4H9NO3 at a distorted geometry, computed with wB97M-V/def2-TZVPD.

## Properties
- HOMO (eV) = -9.371
- electronic energy (Ha) = -438.25482
- Kohn-Sham gap (eV) = 9.485
- ΔE to the lowest compared entry with this formula, charge and spin (kJ/mol) = 194.9

Structure (ORCA input):
```
! wB97M-V def2-TZVPD RIJCOSX def2/J DEFGRID3
* xyz 0 1
O 0.363 -1.433 0.802
C 1.652 -1.314 1.047
O 2.313 -1.912 1.880
C 2.320 -0.337 0.060
H 3.000 -0.965 -0.490
H 1.628 0.229 -0.587
H 2.923 0.277 0.679
O -2.298 2.114 -2.002
C -1.819 2.146 -0.857
C -1.315 0.983 -0.037
N -1.174 -0.293 -0.694
H -1.686 3.151 -0.361
H -0.453 1.384 0.405
H -2.042 0.893 0.779
H -0.364 -0.861 0.171
H -2.118 -0.809 -0.817
H -0.724 -0.262 -1.636
*
```

Mulliken population analysis, charges in e, atoms 1 to 8:
1 O -0.648
2 C 0.632
3 O -0.614
4 C -0.755
5 H 0.259
6 H 0.205
7 H 0.269
8 O -0.485

2.
2 unconnected molecules or ions with the total composition C5H7NO5 at a distorted geometry, computed with wB97M-V/def2-TZVPD.

## Properties
- HOMO (alpha / beta) (eV) = -15.327 / -15.687
- electronic energy (Ha) = -624.96376
- Kohn-Sham gap (alpha / beta) (eV) = 7.905 / 8.553
- ΔE to the lowest compared entry with this formula, charge and spin (kJ/mol) = 8.6
- <S²> = 3.79

Structure (ORCA input):
```
! wB97M-V def2-TZVPD RIJCOSX def2/J DEFGRID3
* xyz 1 4
O 0.880 3.117 -0.576
O 2.091 2.961 -0.525
C -1.708 0.790 0.138
C -0.341 0.396 0.459
C 0.298 -0.480 -0.521
O 0.011 -1.881 -0.198
N -0.035 -2.715 -1.454
O 0.058 -2.141 -2.524
O -0.191 -3.891 -1.210
C 0.333 0.646 1.690
C 1.539 0.025 1.726
H -2.169 1.306 0.982
H -1.747 1.463 -0.730
H -2.349 -0.071 -0.119
H -0.097 -0.328 -1.522
H 1.383 -0.349 -0.487
H -0.270 1.278 2.392
H 2.314 -0.124 2.479
*
```

Mulliken population analysis, charges in e, atoms 1 to 8:
1 O -0.008
2 O 0.009
3 C -1.251
4 C 1.013
5 C -0.790
6 O -0.296
7 N 0.998
8 O -0.474

3.
A molecular structure, C31H50AuBN12P, computed with wB97M-V/def2-TZVPD.

## Properties
- HOMO (alpha / beta) (eV) = -13.141 / -13.140
- electronic energy (Ha) = -2369.74614
- Kohn-Sham gap (alpha / beta) (eV) = 9.055 / 4.079
- ΔE to the lowest compared entry with this formula, charge and spin (kJ/mol) = 0.0
- <S²> = 3.77

Structure (ORCA input):
```
! wB97M-V def2-TZVPD RIJCOSX def2/J DEFGRID3
* xyz 2 4
Au -0.296 -1.691 -0.354
C -1.827 -4.765 -0.446
C -1.355 -4.209 -1.744
C -1.380 -4.760 -3.023
C -0.812 -3.807 -3.848
N -0.469 -2.745 -3.108
N -0.814 -2.989 -1.831
B 0.263 -1.450 -3.571
N -0.577 -0.231 -3.097
C -0.810 0.895 -3.782
C -1.722 1.656 -3.079
C -2.017 0.900 -1.944
C -3.042 1.191 -0.904
N -1.313 -0.236 -1.957
N 1.650 -1.386 -2.874
C 2.865 -1.011 -3.306
C 3.748 -1.078 -2.250
C 2.978 -1.500 -1.162
C 3.415 -1.816 0.225
N 1.717 -1.670 -1.554
N 0.386 -1.494 -5.063
C 1.303 -2.117 -5.857
C 0.802 -2.159 -7.129
C -0.468 -1.545 -7.038
C -1.467 -1.329 -8.127
N -0.715 -1.161 -5.800
H -2.301 -5.730 -0.604
H -0.995 -4.909 0.245
H -2.556 -4.102 0.020
H -1.774 -5.718 -3.307
H -0.650 -3.807 -4.912
H -0.371 1.050 -4.750
H -2.174 2.583 -3.383
H -3.864 1.750 -1.346
H -3.444 0.270 -0.484
H -2.641 1.804 -0.095
H 3.026 -0.721 -4.329
H 4.804 -0.880 -2.268
H 4.215 -2.556 0.212
H 3.799 -0.932 0.736
H 2.583 -2.237 0.791
H 2.216 -2.526 -5.463
H 1.272 -2.570 -8.004
H -1.007 -1.463 -9.104
H -2.291 -2.038 -8.041
H -1.885 -0.325 -8.073
N 0.096 -0.951 1.445
P -0.010 0.248 2.477
N 1.255 0.284 3.488
C 1.409 1.313 4.533
C 2.670 2.137 4.307
C 3.894 1.235 4.192
C 3.686 0.201 3.091
C 2.424 -0.607 3.348
N 0.106 1.763 1.599
C 0.752 1.751 0.297
C 1.284 3.117 -0.079
C 0.163 4.160 -0.106
C -0.779 4.016 1.102
C -0.238 3.054 2.163
N -1.387 0.368 3.308
C -1.599 -0.333 4.595
C -2.434 0.546 5.514
C -3.756 0.929 4.856
C -3.517 1.585 3.500
C -2.653 0.694 2.618
H 1.479 0.786 5.491
H 0.510 1.928 4.572
H 2.777 2.843 5.131
H 2.570 2.725 3.387
H 4.054 0.721 5.144
H 4.787 1.829 4.002
H 4.535 -0.481 3.028
H 3.603 0.705 2.121
H 2.512 -1.155 4.291
H 2.218 -1.331 2.563
H -0.007 1.403 -0.426
H 1.520 0.967 0.302
H 1.754 3.036 -1.059
H 2.070 3.404 0.624
H -0.409 4.045 -1.028
H 0.602 5.156 -0.133
H -1.764 3.664 0.796
H -0.936 4.972 1.600
H -0.936 2.900 2.983
H 0.691 3.467 2.582
H -0.635 -0.580 5.035
H -2.120 -1.272 4.387
H -1.866 1.447 5.767
H -2.610 0.007 6.445
H -4.318 1.600 5.505
H -4.369 0.033 4.722
H -3.024 2.551 3.640
H -4.462 1.780 2.991
H -2.427 1.156 1.658
H -3.170 -0.248 2.409
*
```

Mulliken population analysis, charges in e, atoms 1 to 8:
1 Au 0.645
2 C -1.398
3 C 0.640
4 C -1.416
5 C 0.114
6 N 1.819
7 N -1.046
8 B -0.278

4.
2 unconnected molecules or ions with the total composition C4H12 at a distorted geometry, computed with wB97M-V/def2-TZVPD.

## Properties
- SMILES = CC.CC
- HOMO (eV) = -10.861
- electronic energy (Ha) = -159.51065
- Kohn-Sham gap (eV) = 11.973
- ΔE to the lowest compared entry with this formula, charge and spin (kJ/mol) = 195.1

Structure (ORCA input):
```
! wB97M-V def2-TZVPD RIJCOSX def2/J DEFGRID3
* xyz 0 1
C -1.635 1.455 -1.933
C -1.698 1.152 -0.497
H -0.624 1.368 -2.485
H -2.313 1.211 -2.573
H -1.698 2.530 -2.106
H -2.356 1.789 -0.041
H -0.690 1.098 0.005
H -2.295 0.114 -0.216
C 1.904 -1.847 0.787
C 1.343 -0.789 1.602
H 1.403 -2.035 -0.180
H 3.065 -1.687 0.654
H 1.936 -2.828 1.263
H 2.121 0.029 2.003
H 0.982 -1.202 2.635
H 0.556 -0.357 1.081
*
```

Mulliken population analysis, charges in e, atoms 1 to 8:
1 C -1.118
2 C -0.528
3 H 0.265
4 H 0.464
5 H 0.305
6 H 0.330
7 H 0.038
8 H 0.222

5.
A single CH3N5 molecule at a distorted geometry, computed with wB97M-V/def2-TZVPD.

## Properties
- SMILES = [H]/N=c1/nn[nH][nH]1
- HOMO (eV) = -8.597
- electronic energy (Ha) = -313.58422
- Kohn-Sham gap (eV) = 8.973
- ΔE to the lowest compared entry with this formula, charge and spin (kJ/mol) = 196.2

Structure (ORCA input):
```
! wB97M-V def2-TZVPD RIJCOSX def2/J DEFGRID3
* xyz 0 1
C 0.086 0.304 0.788
H 1.740 0.897 1.519
H -0.607 -1.137 -1.981
H 1.279 0.034 -1.027
N 0.735 0.766 1.748
N -1.241 -0.001 0.867
N -1.667 -0.497 -0.225
N -0.722 -0.476 -1.109
N 0.397 0.110 -0.579
*
```

Mulliken population analysis, charges in e, atoms 1 to 8:
1 C 0.451
2 H 0.202
3 H 0.296
4 H 0.234
5 N -0.585
6 N -0.205
7 N -0.318
8 N 0.123

6.
A molecular structure, C17H25N4O9P2Ti at a distorted geometry, computed with wB97M-V/def2-TZVPD.

## Properties
- HOMO (alpha / beta) (eV) = -13.887 / -15.119
- electronic energy (Ha) = -3090.42982
- Kohn-Sham gap (alpha / beta) (eV) = 5.937 / 7.304
- ΔE to the lowest compared entry with this formula, charge and spin (kJ/mol) = 0.0
- <S²> = 0.78

Structure (ORCA input):
```
! wB97M-V def2-TZVPD RIJCOSX def2/J DEFGRID3
* xyz 2 2
Ti 0.388 -0.242 -0.010
P -1.388 -1.555 1.256
C -1.226 -2.749 -0.112
C -1.446 -2.093 -1.455
N -0.838 -0.891 -1.626
C -0.787 -0.298 -2.833
C -1.529 -0.829 -3.889
C -2.227 -2.031 -3.723
C -2.163 -2.684 -2.487
C 0.020 0.987 -2.950
P 1.513 1.041 -1.865
H -2.636 -3.656 -2.292
H -1.547 -0.277 -4.821
H -2.804 -2.465 -4.544
H 0.336 1.103 -4.003
H -0.644 1.833 -2.668
H -0.126 -3.020 -0.073
H -1.887 -3.602 0.038
H 3.062 -1.587 0.148
O 1.387 -1.796 -0.476
H 1.559 -2.024 -1.397
H 2.526 -0.543 1.439
O 3.510 -1.036 0.815
H 4.111 -1.596 1.338
C 2.884 0.449 -2.892
H 3.113 1.201 -3.667
H 3.758 0.312 -2.228
H 2.629 -0.516 -3.363
C 1.794 2.793 -1.613
H 2.523 2.900 -0.797
H 2.212 3.222 -2.534
H 0.861 3.303 -1.328
C -3.088 -1.002 1.282
H -3.773 -1.852 1.394
H -3.212 -0.312 2.129
H -3.318 -0.441 0.368
C -1.055 -2.475 2.753
H -0.666 -1.769 3.500
H -1.987 -2.922 3.120
H -0.294 -3.247 2.576
O -1.844 5.393 5.000
N -1.048 4.435 5.048
O -0.467 4.108 6.101
C -0.754 3.709 3.835
C -1.433 4.063 2.658
C -1.175 3.375 1.480
C -0.394 2.196 1.528
O -0.461 1.353 0.535
C 0.381 1.891 2.691
C 0.171 2.658 3.847
N 1.333 0.877 2.729
O 2.011 0.682 3.726
O 1.476 -0.032 1.635
N -1.890 3.708 0.230
O -3.036 4.187 0.356
O -1.325 3.515 -0.868
H -2.170 4.853 2.681
H 0.704 2.392 4.746
*
```

Mulliken population analysis, charges in e, atoms 1 to 8:
1 Ti -0.214
2 P 1.269
3 C -1.376
4 C 0.724
5 N 0.994
6 C 0.481
7 C -0.996
8 C -0.578

7.
9 unconnected molecules or ions with the total composition C13H21Cl24INO4P2 at a distorted geometry, computed with wB97M-V/def2-TZVPD.

## Properties
- HOMO (eV) = -11.266
- electronic energy (Ha) = -12888.33261
- Kohn-Sham gap (eV) = 7.251

Structure (ORCA input):
```
! wB97M-V def2-TZVPD RIJCOSX def2/J DEFGRID3
* xyz 1 1
O 3.966 -1.743 -0.080
P 3.620 -2.874 -1.174
O 3.391 -2.107 -2.723
O 5.018 -3.909 -1.254
N 2.135 -3.699 -0.551
C 2.017 -5.143 -0.986
C 1.530 -5.367 -2.535
C 0.561 -4.138 -3.112
C -0.208 -3.520 -1.802
P -1.565 -2.233 -2.193
O -2.947 -3.114 -2.854
I -0.775 -0.642 -3.946
C 0.911 -2.848 -0.810
H 4.281 -2.082 -3.218
H 4.968 -4.488 -0.437
H 2.263 -3.718 0.505
H 1.170 -5.628 -0.299
H 2.985 -5.786 -0.784
H 0.819 -6.326 -2.523
H 2.396 -5.635 -3.290
H 1.294 -3.387 -3.652
H -0.185 -4.648 -3.892
H -0.693 -4.416 -1.219
H -3.256 -3.681 -2.066
H 0.385 -2.650 0.243
H 1.243 -1.799 -1.214
C 4.916 0.784 2.612
Cl 6.663 1.070 2.690
Cl 4.464 -0.587 3.640
Cl 4.025 2.239 3.088
H 4.653 0.541 1.579
C -4.989 -4.181 0.572
Cl -3.355 -4.791 0.262
Cl -5.005 -2.410 0.559
Cl -6.130 -4.823 -0.622
H -5.300 -4.521 1.563
C 2.394 5.842 4.669
Cl 3.877 5.635 5.616
Cl 1.836 4.283 4.039
Cl 1.130 6.604 5.650
H 2.614 6.497 3.822
C -7.011 -0.869 -2.890
Cl -5.611 -1.940 -2.710
Cl -7.695 -0.467 -1.306
Cl -6.559 0.604 -3.765
H -7.774 -1.394 -3.471
C -2.459 7.233 6.916
Cl -2.940 7.828 8.515
Cl -3.294 5.717 6.539
Cl -2.791 8.452 5.673
H -1.383 7.040 6.930
C -3.750 2.500 -1.175
Cl -2.267 2.294 -0.228
Cl -4.308 0.941 -1.806
Cl -5.013 3.263 -0.194
H -3.530 3.155 -2.022
C 7.398 -2.119 -3.564
Cl 8.370 -0.687 -3.946
Cl 6.589 -1.923 -2.000
Cl 6.211 -2.424 -4.844
H 8.065 -2.982 -3.501
C -3.507 9.799 1.900
Cl -1.872 9.189 1.589
Cl -3.522 11.571 1.887
Cl -4.648 9.158 0.706
H -3.818 9.460 2.891
*
```

Mulliken population analysis, charges in e, atoms 1 to 8:
1 O -0.514
2 P 0.650
3 O -0.256
4 O -0.370
5 N 0.176
6 C -0.561
7 C -0.613
8 C -0.642

8.
A molecular structure, C28H52I2NbO10 at a distorted geometry, computed with wB97M-V/def2-TZVPD.

## Properties
- HOMO (eV) = -5.108
- electronic energy (Ha) = -2502.17755
- Kohn-Sham gap (eV) = 6.873
- ΔE to the lowest compared entry with this formula, charge and spin (kJ/mol) = 585.9

Structure (ORCA input):
```
! wB97M-V def2-TZVPD RIJCOSX def2/J DEFGRID3
* xyz -1 1
C -5.590 -0.416 -4.820
C -4.869 -0.160 -6.290
C -3.298 0.330 -6.087
C -3.139 1.994 -6.140
C -1.791 2.343 -5.274
C -1.737 3.859 -4.651
C -0.182 4.323 -4.256
C 0.291 3.794 -2.769
C 0.931 2.278 -2.830
C 1.171 1.624 -1.334
Nb -0.043 -0.289 -0.961
C 0.641 -1.258 -2.923
C 2.173 -1.840 -2.898
C 3.323 -0.752 -2.475
I 2.627 -2.404 -5.009
C -0.884 0.739 0.915
C -0.068 0.007 2.325
C 1.613 0.391 2.442
O 0.425 1.005 3.409
C -1.177 -2.162 -0.337
I 0.001 -4.029 -0.614
C -2.608 -2.402 -1.100
C -3.628 -1.118 -1.087
H -5.605 0.550 -4.152
H -5.034 -1.247 -4.180
H -6.672 -0.834 -5.019
H -5.461 0.646 -6.923
H -4.817 -1.218 -6.819
H -2.951 -0.109 -5.037
H -2.569 -0.169 -6.883
H -4.114 2.542 -5.786
H -2.951 2.276 -7.284
H -1.784 1.600 -4.341
H -0.787 2.142 -5.883
H -2.284 4.672 -5.303
H -2.305 3.806 -3.603
H -0.141 5.506 -4.211
H 0.598 3.957 -5.074
H -0.546 3.917 -1.934
H 1.176 4.515 -2.429
H 0.199 1.563 -3.425
H 1.956 2.292 -3.417
H 0.815 2.440 -0.538
H 2.325 1.450 -1.082
H 1.405 -0.959 -0.034
H -1.435 0.414 -1.877
H -0.108 -2.166 -3.123
H 0.558 -0.553 -3.864
H 2.301 -2.844 -2.285
H 3.095 0.266 -3.024
H 3.293 -0.656 -1.300
H 4.355 -1.148 -2.886
H -0.661 1.886 0.978
H -1.988 0.448 1.171
H -0.429 -1.151 2.654
H 1.777 -0.789 2.549
H 2.237 0.593 3.390
H -1.375 -2.103 0.834
H -3.164 -3.271 -0.498
H -2.424 -2.829 -2.178
H -3.481 -0.374 -0.195
H -4.763 -1.424 -1.096
H -3.412 -0.494 -2.074
C 4.791 -3.246 4.293
C 4.476 -4.594 3.732
O 3.326 -4.357 2.943
C 3.338 -3.033 2.611
O 2.587 -2.520 1.798
O 4.301 -2.359 3.305
H 5.864 -3.099 4.447
H 4.267 -3.051 5.235
H 5.275 -4.976 3.087
H 4.266 -5.331 4.512
C 4.552 1.085 7.053
C 3.601 0.081 6.487
O 4.456 -0.906 5.942
C 5.646 -0.810 6.604
O 6.554 -1.618 6.508
O 5.685 0.307 7.388
H 4.151 1.587 7.937
H 4.848 1.841 6.318
H 2.973 -0.380 7.257
H 2.958 0.508 5.712
C -3.210 0.576 4.752
C -1.802 0.757 5.221
O -1.947 0.965 6.613
C -3.135 0.399 6.977
O -3.498 0.244 8.131
O -3.861 0.028 5.883
H -3.280 -0.103 3.898
H -3.690 1.525 4.493
H -1.189 -0.135 5.059
H -1.314 1.614 4.749
*
```

Mulliken population analysis, charges in e, atoms 1 to 8:
1 C -0.818
2 C -0.499
3 C -0.189
4 C -0.728
5 C 0.270
6 C -0.549
7 C -0.534
8 C -0.624